The following is a quantum chemistry calculation of a molecular structure, C19H35N5NbO4Rb in a non-equilibrium geometry, from the Open Molecules 2025 dataset.

The net charge is +2. For the HOMO-LUMO gap (alpha / beta), the calculation gives 6.99 / 6.99 eV. As for the total energy: -38106.612 eV. Its spin multiplicity is 1.

Atoms and positions in Å:
1 N -1.74 -0.44 -0.18
2 C -2.72 -1.15 -0.11
3 O -3.69 -1.83 -0.06
4 Rb -1.93 2.81 0.79
5 Nb 0.27 -0.37 -0.51
6 N 0.18 1.47 -1.34
7 N 0.68 -1.69 -1.93
8 C -0.45 2.24 -2.45
9 C 0.07 -2.66 -2.85
10 C -0.19 3.74 -2.25
11 C 0.19 1.82 -3.78
12 C -1.96 1.96 -2.52
13 C -0.59 -3.78 -2.04
14 C 1.11 -3.28 -3.78
15 C -1.03 -1.98 -3.65
16 H -0.48 4.11 -1.25
17 H -0.74 4.32 -2.99
18 H 0.88 3.98 -2.38
19 H 1.26 2.09 -3.82
20 H -0.30 2.34 -4.62
21 H 0.11 0.74 -3.96
22 H -2.19 0.89 -2.60
23 H -2.37 2.46 -3.41
24 H -2.54 2.37 -1.68
25 H 0.16 -4.31 -1.43
26 H -1.07 -4.49 -2.72
27 H -1.36 -3.38 -1.37
28 H 1.83 -3.89 -3.23
29 H 1.65 -2.51 -4.35
30 H 0.60 -3.93 -4.51
31 H -1.48 -2.71 -4.34
32 H -0.64 -1.14 -4.24
33 H -1.83 -1.61 -2.99
34 C 1.61 1.79 -1.06
35 H 2.13 0.91 -0.61
36 H 2.15 2.06 -1.98
37 H 1.72 2.62 -0.33
38 C 2.08 -1.95 -1.52
39 H 2.35 -1.30 -0.64
40 H 2.23 -3.00 -1.21
41 H 2.78 -1.70 -2.33
42 C -2.22 0.35 4.26
43 C -0.91 0.95 4.72
44 C 0.34 0.33 4.02
45 C 1.68 0.93 4.50
46 C 1.77 2.44 4.41
47 C 0.38 -1.19 4.25
48 O 0.58 -1.72 5.32
49 N 0.11 -2.00 3.12
50 C 0.29 -1.59 1.84
51 O 0.05 -2.30 0.82
52 N 0.63 -0.29 1.63
53 C 0.25 0.64 2.56
54 O -0.13 1.76 2.13
55 H -2.24 0.27 3.16
56 H -3.06 0.99 4.55
57 H -2.37 -0.64 4.71
58 H -0.92 2.04 4.53
59 H -0.75 0.81 5.80
60 H 1.85 0.60 5.54
61 H 2.48 0.47 3.89
62 H 1.11 2.91 5.14
63 H 2.80 2.77 4.60
64 H 1.48 2.79 3.41
65 H 0.06 -2.99 3.31

These are the natural (NBO) partial charges, in e, on atoms 1 to 6: atom 1 (N): -0.86, atom 2 (C): 0.90, atom 3 (O): -0.42, atom 4 (Rb): 0.98, atom 5 (Nb): 1.95, atom 6 (N): -0.66

The following is a quantum chemistry calculation of 4 unconnected molecules or ions with the total composition C19H36BrO13PS3 in a non-equilibrium geometry, from the Open Molecules 2025 dataset.

For the HOMO-LUMO gap, the calculation gives 7.26 eV. Its SMILES is CCCCOC1=CC(=O)C=C(P(O)Br)C1=O.CCOS(C)(=O)=O.CCOS(C)(=O)=O.CCOS(C)(=O)=O. As for the total energy: -158736.521 eV. Its spin multiplicity is 1.

Atoms and positions in Å:
1 C 1.55 0.00 -0.42
2 C 0.04 0.27 0.08
3 C -1.04 0.28 -1.11
4 C -1.14 1.77 -1.70
5 O 0.07 2.56 -1.50
6 C 0.42 3.10 -2.77
7 C 0.17 4.49 -2.96
8 C 0.62 5.08 -4.36
9 O 0.62 6.34 -4.49
10 C 1.09 4.15 -5.57
11 C 1.34 2.76 -5.38
12 P 1.96 1.73 -6.84
13 O 2.46 2.93 -7.99
14 Br 0.27 0.64 -7.88
15 C 1.07 2.19 -3.92
16 O 1.38 1.01 -3.68
17 H 1.96 0.88 -1.03
18 H 2.19 -0.03 0.54
19 H 1.65 -0.93 -1.05
20 H -0.02 1.22 0.70
21 H -0.23 -0.60 0.77
22 H -2.06 0.01 -0.66
23 H -0.83 -0.48 -1.93
24 H -2.00 2.35 -1.22
25 H -1.41 1.66 -2.81
26 H -0.31 5.14 -2.17
27 H 1.22 4.68 -6.57
28 H 2.99 3.59 -7.49
29 O -0.13 2.73 3.75
30 S 1.09 2.00 3.99
31 O 1.23 0.62 3.61
32 O 1.51 2.16 5.54
33 C 0.55 1.80 6.54
34 C 0.45 0.30 6.71
35 C 2.44 2.91 3.29
36 H -0.42 2.24 6.32
37 H 0.90 2.25 7.48
38 H 0.02 -0.17 5.82
39 H -0.18 0.05 7.56
40 H 1.44 -0.14 6.86
41 H 2.36 3.95 3.61
42 H 2.36 2.84 2.21
43 H 3.37 2.47 3.63
44 O 1.71 -3.14 4.29
45 S 2.84 -2.93 3.41
46 O 2.77 -3.25 2.01
47 O 4.14 -3.66 4.05
48 C 4.05 -5.04 4.38
49 C 4.15 -5.93 3.15
50 C 3.40 -1.27 3.58
51 H 3.13 -5.25 4.94
52 H 4.88 -5.26 5.05
53 H 3.27 -5.80 2.51
54 H 4.20 -6.98 3.43
55 H 5.03 -5.66 2.56
56 H 3.50 -1.03 4.64
57 H 2.67 -0.61 3.12
58 H 4.36 -1.17 3.08
59 O -4.06 -1.71 -1.81
60 S -4.52 -1.95 -3.15
61 O -4.26 -1.02 -4.23
62 O -6.11 -2.26 -3.11
63 C -6.97 -1.32 -2.48
64 C -7.22 -0.11 -3.37
65 C -3.99 -3.56 -3.66
66 H -6.57 -1.02 -1.51
67 H -7.92 -1.83 -2.30
68 H -6.31 0.48 -3.50
69 H -7.98 0.54 -2.93
70 H -7.55 -0.42 -4.36
71 H -4.22 -4.27 -2.87
72 H -2.91 -3.52 -3.82
73 H -4.50 -3.82 -4.59

These are the Löwdin partial charges, in e, on atoms 1 to 6: atom 1 (C): -0.11, atom 2 (C): -0.23, atom 3 (C): -0.16, atom 4 (C): -0.17, atom 5 (O): -0.11, atom 6 (C): -0.16

The following is a quantum chemistry calculation of a gas-phase ion, C19H36N4O6P3S (charge +1) in a non-equilibrium geometry, from the Open Molecules 2025 dataset.

The net charge is +1. For the HOMO-LUMO gap, the calculation gives 7.84 eV. Its SMILES is CCOC(=O)CCC[N@+]1([PH2]=S)[C@H](CNC)[C@@](Cc2ccccc2C)(P(N)O)O[C@H]1P(=N)(O)O. As for the total energy: -77227.505 eV. Its spin multiplicity is 1.

Atoms and positions in Å:
1 C -6.15 -3.07 -1.76
2 C -5.34 -1.76 -1.75
3 O -4.69 -1.65 -3.03
4 C -4.17 -0.39 -3.20
5 O -4.47 0.32 -4.14
6 C -3.19 0.13 -2.16
7 C -2.08 -0.90 -1.80
8 C -1.10 -0.18 -0.87
9 N 0.12 -0.98 -0.46
10 P -0.38 -2.66 0.07
11 S -1.93 -2.67 1.22
12 C 1.02 -0.22 0.52
13 C 0.49 0.02 1.92
14 N 0.58 -1.21 2.70
15 C 1.64 -1.19 3.73
16 C 1.82 0.85 -0.25
17 C 1.28 2.28 -0.40
18 C 1.45 3.21 0.80
19 C 2.65 3.84 1.05
20 C 2.87 4.68 2.10
21 C 1.83 4.94 2.96
22 C 0.63 4.34 2.73
23 C 0.40 3.50 1.67
24 C -1.01 2.96 1.53
25 P 3.66 0.90 0.18
26 N 4.32 -0.64 -0.15
27 O 3.74 1.01 1.82
28 O 1.83 0.22 -1.58
29 C 1.03 -0.93 -1.68
30 P 2.08 -2.42 -2.08
31 N 2.76 -3.08 -0.85
32 O 3.14 -1.85 -3.11
33 O 1.18 -3.51 -2.88
34 H -7.21 -2.85 -1.90
35 H -5.83 -3.66 -2.62
36 H -5.95 -3.65 -0.86
37 H -4.64 -1.81 -0.91
38 H -6.01 -0.91 -1.55
39 H -2.68 1.04 -2.49
40 H -3.67 0.38 -1.21
41 H -2.58 -1.75 -1.35
42 H -1.58 -1.26 -2.71
43 H -1.64 0.20 -0.01
44 H -0.71 0.67 -1.43
45 H -0.71 -3.30 -1.13
46 H 0.70 -3.27 0.72
47 H 1.79 -0.98 0.71
48 H -0.56 0.31 1.86
49 H 0.98 0.87 2.40
50 H -0.29 -1.32 3.20
51 H 2.47 -1.84 3.44
52 H 1.97 -0.19 4.02
53 H 1.23 -1.66 4.63
54 H 1.88 2.72 -1.21
55 H 0.25 2.33 -0.72
56 H 3.46 3.65 0.35
57 H 3.86 5.10 2.22
58 H 1.96 5.60 3.80
59 H -0.18 4.54 3.42
60 H -1.25 2.24 2.32
61 H -1.70 3.80 1.66
62 H -1.18 2.58 0.53
63 H 5.29 -0.63 0.17
64 H 4.36 -0.75 -1.16
65 H 4.46 1.61 2.04
66 H 0.52 -0.74 -2.63
67 H 2.53 -4.06 -0.74
68 H 3.68 -2.63 -3.36
69 H 1.02 -4.27 -2.30

These are the natural (NBO) partial charges, in e, on atoms 1 to 6: atom 1 (C): -0.63, atom 2 (C): -0.08, atom 3 (O): -0.52, atom 4 (C): 0.80, atom 5 (O): -0.51, atom 6 (C): -0.51

The following is a quantum chemistry calculation of a molecular structure, C19H37AuN7O7S, from the Open Molecules 2025 dataset.

The net charge is +3. For the HOMO-LUMO gap, the calculation gives 5.65 eV. As for the total energy: -59559.682 eV. Its spin multiplicity is 1. As for the energy above the lowest of the compared OMol25 structures with the same formula, charge and spin: 111.92 kJ/mol.

Atoms and positions in Å:
1 Au 0.04 -0.25 0.31
2 C 3.33 -0.52 -0.34
3 O 2.23 0.26 0.22
4 C 2.34 1.68 -0.09
5 C 1.34 2.38 0.79
6 O 0.06 1.76 0.45
7 C -1.19 2.31 0.98
8 C -2.25 1.60 0.18
9 O -2.07 0.15 0.34
10 C -2.83 -0.44 1.44
11 H 4.25 -0.17 0.13
12 H 3.37 -0.38 -1.42
13 H 3.17 -1.56 -0.09
14 H 2.12 1.83 -1.15
15 H 3.35 2.01 0.13
16 H 1.26 3.44 0.56
17 H 1.52 2.22 1.86
18 H -1.18 3.39 0.81
19 H -1.23 2.09 2.05
20 H -2.14 1.80 -0.89
21 H -3.25 1.87 0.50
22 H -3.88 -0.20 1.26
23 H -2.49 -0.03 2.39
24 H -2.68 -1.52 1.39
25 C -1.23 -0.84 7.26
26 C -0.35 -2.00 6.81
27 C -1.12 -3.03 5.99
28 C 0.92 -1.55 6.07
29 N 0.64 -0.97 4.73
30 C 0.75 -1.54 3.54
31 N 0.37 -0.65 2.63
32 N 0.03 0.46 3.32
33 N 0.19 0.27 4.57
34 H -2.15 -1.22 7.68
35 H -1.49 -0.17 6.44
36 H -0.73 -0.24 8.03
37 H 0.05 -2.49 7.70
38 H -1.50 -2.61 5.05
39 H -1.98 -3.38 6.56
40 H -0.51 -3.90 5.76
41 H 1.56 -2.40 5.87
42 H 1.49 -0.80 6.61
43 H 1.07 -2.55 3.38
44 C -4.32 -4.43 3.92
45 C -3.72 -5.44 2.95
46 S -2.71 -4.62 1.75
47 O -3.47 -3.62 1.04
48 O -1.48 -4.16 2.37
49 C -2.27 -5.90 0.58
50 C -1.62 -5.33 -0.69
51 N -0.68 -4.23 -0.37
52 C -0.93 -2.93 -0.62
53 N 0.02 -2.19 -0.01
54 C 0.90 -3.04 0.61
55 C 0.46 -4.29 0.38
56 N 1.07 -5.50 0.90
57 O 0.61 -6.56 0.53
58 O 1.98 -5.32 1.68
59 C -2.00 -2.42 -1.51
60 H -4.94 -4.96 4.64
61 H -4.95 -3.71 3.40
62 H -3.55 -3.90 4.47
63 H -4.49 -5.98 2.40
64 H -3.07 -6.16 3.46
65 H -3.18 -6.43 0.29
66 H -1.61 -6.60 1.09
67 H -2.37 -4.91 -1.35
68 H -1.08 -6.11 -1.21
69 H 1.77 -2.73 1.17
70 H -2.98 -2.68 -1.10
71 H -1.89 -2.87 -2.50
72 H -1.94 -1.35 -1.61

These are the Löwdin partial charges, in e, on atoms 1 to 6: atom 1 (Au): 1.46, atom 2 (C): 0.01, atom 3 (O): -0.29, atom 4 (C): -0.12, atom 5 (C): -0.07, atom 6 (O): -0.30